The following is a DFT calculation (the ωB97M-V functional and the def2-TZVPD basis) of C4H7NO2 as an isolated structure.

HOMO, eV: -8.9
LUMO energy, eV: 0.55
Total energy, eV: -9844.14083
Kohn-Sham gap, eV: 9.44
Largest force on an atom, eV/A: 1.475
Multiplicity: 1

The geometry in XYZ format:
```
14
Properties=species:S:1:pos:R:3:forces:R:3:mulliken_charge:R:1
C -1.634904 -0.857807 -0.304493 0.07 0.07 -0.02 -0.910
N -0.522208 0.038431 0.052768 0.10 0.08 0.03 0.037
C -0.817811 1.242017 0.724367 -0.72 0.01 0.19 0.026
O -1.937933 1.549680 1.080759 1.33 -0.43 -0.49 -0.502
C 0.769643 -0.252081 -0.291070 -0.14 -0.32 -0.30 0.989
O 1.009080 -1.232823 -1.119749 0.21 0.81 0.83 -0.568
C 2.005445 0.295715 0.182853 -0.13 0.02 -0.03 -1.462
H -2.400578 -0.773862 0.472384 0.20 -0.03 -0.19 0.326
H -2.066436 -0.562567 -1.268432 0.11 -0.08 0.24 0.306
H -1.252834 -1.878757 -0.375333 -0.07 0.24 0.02 0.348
H 0.088276 1.855246 0.878036 -0.29 -0.09 -0.01 0.322
H 2.539759 0.858981 -0.589273 -0.15 -0.20 0.12 0.313
H 2.142003 -1.020157 -0.620719 -0.47 0.04 -0.16 0.466
H 2.078501 0.737979 1.177897 -0.05 -0.12 -0.25 0.309
```
Positions in Å, forces in eV/Å.


The following is a DFT calculation (the ωB97M-V functional and the def2-TZVPD basis) of C19H19Cl3F4GeIrN3O3S as an isolated structure.

HOMO (spin up / spin down), eV: -10.5 / -10.6
LUMO energy (spin up / spin down), eV: -5.36 / -5.95
Total energy, eV: -149243.69993
Kohn-Sham gap (spin up / spin down), eV: 5.19 / 4.60
Largest force on an atom, eV/A: 4.151
Charge: +1
Multiplicity: 2

The geometry in XYZ format:
```
54
Properties=species:S:1:pos:R:3:forces:R:3:mulliken_charge:R:1
Ir 0.041300 0.558200 -0.049100 -0.97 -2.77 -0.35 2.273
C 0.105400 2.438000 -2.815400 0.05 -0.22 0.02 -1.262
C -0.482600 1.044400 -3.015200 -0.39 0.83 -0.24 -0.710
N 0.229500 -0.030000 -2.295800 -0.12 0.95 2.46 0.574
C 1.604800 -0.164900 -2.795400 0.91 -0.04 0.21 -0.562
C 2.451400 -1.190100 -2.057400 -0.08 0.03 -0.10 -1.255
C -0.557700 -1.272300 -2.365600 -0.57 -0.88 0.61 -1.502
C -0.336100 -2.270000 -1.218700 0.62 -0.30 -0.76 -0.636
N -0.238900 -1.618900 0.056200 -0.20 3.83 -1.59 -0.331
C -0.285800 -2.315200 1.195900 0.38 -0.64 2.19 0.139
C -0.404700 -1.602500 2.420500 0.09 -0.98 -0.57 0.312
F -0.512600 -0.256400 2.343100 -0.02 0.66 -0.02 -0.269
C -0.399400 -2.218900 3.652800 0.13 -0.50 -0.29 -0.195
F -0.516900 -1.484600 4.753300 0.00 0.18 0.11 -0.286
C -0.260600 -3.597400 3.750600 0.01 0.27 -0.31 -0.404
C -0.152900 -4.334500 2.580100 -0.24 0.60 0.27 -0.011
F -0.016600 -5.652600 2.666600 0.03 -0.14 -0.19 -0.291
C -0.183900 -3.731500 1.332100 0.09 0.81 0.12 0.444
F -0.054300 -4.498600 0.241100 0.04 -0.20 -0.05 -0.309
H -0.624200 3.170700 -3.151800 -0.04 0.06 -0.07 0.427
H 1.020600 2.597300 -3.378300 0.07 0.03 -0.01 0.390
H 0.303300 2.639200 -1.759900 0.02 0.04 -0.15 0.222
H -0.508400 0.813100 -4.088400 0.03 -0.20 0.15 0.449
H -1.511400 1.052800 -2.647100 0.14 -0.16 -0.08 0.520
H 2.088800 0.807600 -2.696600 -0.16 0.01 -0.04 0.360
H 1.570900 -0.416300 -3.864200 -0.22 0.11 0.10 0.338
H 2.347800 -1.063700 -0.980400 0.03 -0.12 0.02 0.228
H 3.495300 -1.031200 -2.313300 0.08 0.03 -0.04 0.403
H 2.199900 -2.210400 -2.336800 0.04 0.01 0.05 0.311
H -0.368400 -1.784600 -3.315200 0.01 0.18 -0.04 0.288
H -1.608300 -0.982300 -2.330400 0.05 0.08 -0.09 0.528
H 0.563900 -2.871100 -1.393100 -0.31 -0.03 -0.15 0.441
H -1.195600 -2.953500 -1.219700 0.16 0.11 -0.09 0.662
H -0.216600 -4.079200 4.712300 -0.05 -0.07 0.10 0.513
O 0.024000 4.684200 0.097700 0.28 0.12 -0.19 -0.558
S -0.862800 4.009100 1.030500 0.05 0.23 -0.30 0.837
O -0.459100 4.104700 2.394800 -0.37 0.00 0.39 -0.609
N -0.958500 2.438300 0.564000 1.08 -0.59 -0.02 -0.324
C -2.169700 2.110300 0.116500 -0.62 -0.20 -0.42 0.831
O -2.352000 0.979100 -0.365800 0.69 -0.43 0.01 -0.760
C -3.136500 3.223100 0.150700 -0.49 0.27 0.04 -0.128
C -4.447700 3.238600 -0.301800 0.30 -0.05 0.07 -0.523
C -5.121800 4.452400 -0.325900 0.00 -0.04 -0.03 -0.586
C -4.507900 5.621200 0.101700 0.17 -0.04 0.16 -0.545
C -3.211600 5.601600 0.612500 0.09 0.21 0.15 -0.700
C -2.556100 4.395900 0.625600 0.35 -0.73 -0.07 0.401
H -4.916300 2.328700 -0.637500 -0.06 -0.13 -0.10 0.524
H -6.134600 4.489100 -0.697400 -0.07 0.01 -0.02 0.421
H -5.037200 6.559900 0.044700 -0.06 0.05 0.04 0.433
H -2.731100 6.493900 0.983000 -0.02 0.13 -0.04 0.492
Cl 3.513300 4.177100 2.565500 -0.70 -0.35 -0.80 -0.251
Ge 2.142100 3.534100 0.958800 1.25 0.22 -0.22 0.884
Cl 3.091400 3.947200 -0.978200 -0.35 -0.11 0.74 -0.279
Cl 2.308500 1.107200 0.855500 -1.14 -0.16 -0.60 -0.359
```
Positions in Å, forces in eV/Å.


The following is a DFT calculation (the ωB97M-V functional and the def2-TZVPD basis) of one molecule with the formula C6H13N3.

HOMO, eV: -8.3
LUMO energy, eV: 1.01
Total energy, eV: -10899.67914
Kohn-Sham gap, eV: 9.27
Largest force on an atom, eV/A: 2.437
SMILES: CCN(C)/N=C\N1CC1
Multiplicity: 1

The geometry in XYZ format:
```
22
Properties=species:S:1:pos:R:3:forces:R:3:mulliken_charge:R:1
C -1.833750 0.640447 -1.685330 -0.22 -0.36 -0.22 -1.150
C -0.718944 1.319181 -0.873159 0.45 -0.23 -1.31 -0.631
N -0.249538 0.528241 0.259559 -0.01 -0.34 0.24 0.461
C -1.095027 0.753791 1.472001 0.35 -0.61 -0.57 -1.088
N 1.047023 1.101645 0.494976 -0.46 1.05 1.06 -0.827
C 2.023408 0.328326 0.632827 1.66 0.79 -0.11 0.043
N 2.164015 -1.050755 0.460565 -0.27 -0.16 -0.08 -0.338
C 1.132739 -1.995026 0.911609 1.91 -0.86 -1.24 -0.231
C 1.381184 -1.762275 -0.563515 -0.30 -0.41 0.79 -0.122
H -2.699407 0.423749 -1.087170 -0.60 0.32 0.60 0.312
H -1.638393 -0.381780 -2.083360 0.71 0.80 0.15 0.262
H -2.185962 1.261848 -2.523683 0.30 -0.11 0.30 0.370
H 0.165632 1.502266 -1.543309 -0.81 -0.36 0.57 0.330
H -0.967904 2.313500 -0.489009 -0.46 0.14 -0.30 0.555
H -0.519182 0.590779 2.392040 -0.05 0.06 -0.39 0.354
H -1.515455 1.750466 1.464736 0.01 0.52 0.19 0.375
H -1.936476 0.050509 1.469574 0.22 0.03 -0.11 0.318
H 3.008714 0.875599 0.834946 -1.34 -0.93 -0.24 0.345
H 0.250329 -1.604578 1.294367 -1.40 0.62 0.61 0.136
H 1.569219 -2.861871 1.426776 -0.36 0.30 -0.36 0.226
H 2.024519 -2.450961 -1.064516 0.16 -0.51 -0.35 0.274
H 0.593256 -1.333100 -1.200923 0.51 0.24 0.76 0.025
```
Positions in Å, forces in eV/Å.


> What is the largest force on an atom in the second record?

4.151 eV/A


> The lowest largest force on an atom belongs to which entry?

C4H7NO2


Copy entry 3 word for word.
The following is a DFT calculation (the ωB97M-V functional and the def2-TZVPD basis) of one molecule with the formula C6H13N3.

HOMO, eV: -8.3
LUMO energy, eV: 1.01
Total energy, eV: -10899.67914
Kohn-Sham gap, eV: 9.27
Largest force on an atom, eV/A: 2.437
SMILES: CCN(C)/N=C\N1CC1
Multiplicity: 1

The geometry in XYZ format:
```
22
Properties=species:S:1:pos:R:3:forces:R:3:mulliken_charge:R:1
C -1.833750 0.640447 -1.685330 -0.22 -0.36 -0.22 -1.150
C -0.718944 1.319181 -0.873159 0.45 -0.23 -1.31 -0.631
N -0.249538 0.528241 0.259559 -0.01 -0.34 0.24 0.461
C -1.095027 0.753791 1.472001 0.35 -0.61 -0.57 -1.088
N 1.047023 1.101645 0.494976 -0.46 1.05 1.06 -0.827
C 2.023408 0.328326 0.632827 1.66 0.79 -0.11 0.043
N 2.164015 -1.050755 0.460565 -0.27 -0.16 -0.08 -0.338
C 1.132739 -1.995026 0.911609 1.91 -0.86 -1.24 -0.231
C 1.381184 -1.762275 -0.563515 -0.30 -0.41 0.79 -0.122
H -2.699407 0.423749 -1.087170 -0.60 0.32 0.60 0.312
H -1.638393 -0.381780 -2.083360 0.71 0.80 0.15 0.262
H -2.185962 1.261848 -2.523683 0.30 -0.11 0.30 0.370
H 0.165632 1.502266 -1.543309 -0.81 -0.36 0.57 0.330
H -0.967904 2.313500 -0.489009 -0.46 0.14 -0.30 0.555
H -0.519182 0.590779 2.392040 -0.05 0.06 -0.39 0.354
H -1.515455 1.750466 1.464736 0.01 0.52 0.19 0.375
H -1.936476 0.050509 1.469574 0.22 0.03 -0.11 0.318
H 3.008714 0.875599 0.834946 -1.34 -0.93 -0.24 0.345
H 0.250329 -1.604578 1.294367 -1.40 0.62 0.61 0.136
H 1.569219 -2.861871 1.426776 -0.36 0.30 -0.36 0.226
H 2.024519 -2.450961 -1.064516 0.16 -0.51 -0.35 0.274
H 0.593256 -1.333100 -1.200923 0.51 0.24 0.76 0.025
```
Positions in Å, forces in eV/Å.